Molecular formula: C7H5N6O8S
Method: DFT, the ωB97M-V functional and the def2-TZVPD basis

molar mass: 333.22 g mol⁻¹
strongest force on any atom: 0.124 hartree/bohr
energy above the lowest of the compared OMol25 structures with the same formula, charge and spin: 0.00 kcal/mol
net charge: -1
highest occupied orbital energy: -0.1330 Ha
calculated total energy: -43483.1041 eV

Each line ends with the natural charge from an NBO analysis.
Positions of all 27 atoms, in Å:
O 0.07 5.20 -1.36  -0.4255
N 0.84 4.20 -1.34  0.3869
C 0.38 2.91 -1.38  0.0484
C 1.55 2.18 -1.33  0.1008
N 2.60 3.03 -1.27  -0.0815
O 2.18 4.28 -1.27  -0.0652
C 1.52 0.74 -1.32  0.0190
N 2.72 -0.05 -1.25  0.5047
O 3.81 0.52 -1.13  -0.3503
O 2.62 -1.29 -1.31  -0.3482
C 0.30 0.10 -1.38  -0.0724
C -0.88 0.87 -1.42  -0.0075
N -2.22 0.59 -1.48  0.4068
O -2.67 -0.59 -1.50  -0.3720
O -3.00 1.69 -1.51  -0.0705
N -2.15 2.70 -1.47  -0.0926
C -0.89 2.26 -1.42  0.1072
H 0.25 -0.97 -1.38  0.3033
C -1.73 -2.92 3.34  -0.8550
S -0.03 -3.16 2.71  2.2230
N -0.40 -3.79 1.25  -1.3094
O 0.49 -1.78 2.56  -1.0271
O 0.54 -4.15 3.66  -1.0041
H -1.68 -2.43 4.30  0.2039
H -2.30 -2.30 2.66  0.2157
H -2.24 -3.87 3.45  0.2178
H 0.29 -3.96 0.59  0.3438